# 1
DFT (wB97M-V/def2-TZVPD) results for a structure of composition C8H16BrO6Pt.

Geometry (Å):
1 Pt 24.79 2.56 20.46
2 Br 25.57 4.89 19.65
3 C 21.67 5.17 17.15
4 C 22.96 4.60 16.64
5 O 22.77 3.23 16.42
6 C 23.13 2.27 17.23
7 O 23.66 2.47 18.35
8 O 22.71 1.14 16.67
9 C 22.73 -0.04 17.44
10 H 21.74 6.25 17.31
11 H 21.22 4.62 17.97
12 H 20.85 5.05 16.43
13 H 23.76 4.81 17.36
14 H 23.27 5.06 15.71
15 H 22.13 0.00 18.35
16 H 23.69 -0.22 17.91
17 H 22.35 -0.79 16.76
18 C 29.74 5.90 22.11
19 C 28.81 4.79 21.73
20 O 28.81 3.68 22.66
21 C 28.13 2.60 22.37
22 O 27.17 2.56 21.62
23 O 28.58 1.58 23.07
24 C 27.83 0.37 23.13
25 H 30.77 5.55 22.12
26 H 29.50 6.27 23.10
27 H 29.80 6.81 21.52
28 H 29.14 4.45 20.74
29 H 27.79 5.12 21.58
30 H 28.11 -0.27 23.97
31 H 28.07 -0.28 22.29
32 H 26.75 0.49 23.23

Calculated values
**Frontier orbital gap (spin up / spin down)**: 8.6 / 6.3 eV
**E_HOMO (spin up / spin down)**: -14.108 / -14.024 eV
**Net charge**: +1
**Calculated total energy**: -3458.82470 Ha
**Energy relative to the best compared isomer or geometry (same formula, charge and spin)**: 43.7 kJ/mol
**Maximum force**: 2.80 eV/Å
**M**: 483.19 Da
**Spin multiplicity**: 3
**<S²>**: 2.014


# 2
DFT (wB97M-V/def2-TZVPD) results for a structure of composition C8H16CeCl2N2S.

Geometry (Å):
1 Ce -1.47 -1.33 -0.86
2 Cl -2.88 0.78 -1.27
3 Cl -0.20 -3.16 0.52
4 C -3.43 -2.23 -0.62
5 H -3.57 -3.19 -0.09
6 H -4.39 -1.83 -1.04
7 C 2.16 -0.03 -1.68
8 C 1.03 -0.55 -2.13
9 H 2.64 -0.54 -0.84
10 C 0.10 0.20 -3.05
11 H 0.77 -1.62 -1.92
12 C 0.91 1.15 -3.99
13 H -0.46 -0.47 -3.75
14 H -0.67 0.75 -2.46
15 C 1.90 2.02 -3.24
16 H 1.45 0.45 -4.65
17 H 0.23 1.78 -4.59
18 C 2.74 1.25 -2.20
19 H 2.57 2.49 -3.98
20 H 1.40 2.81 -2.68
21 H 3.74 1.07 -2.63
22 H 2.91 1.94 -1.36
23 N -1.38 0.68 4.11
24 C -0.64 0.05 3.18
25 N 0.17 -0.92 3.67
26 S -0.64 0.47 1.53
27 H -1.43 0.36 5.08
28 H -2.03 1.39 3.83
29 H 0.71 -1.47 3.02
30 H 0.12 -1.19 4.64

Calculated values
**Frontier orbital gap (spin up / spin down)**: 4.1 / 4.1 eV
**E_HOMO (spin up / spin down)**: -1.614 / -1.609 eV
**Net charge**: -1
**Calculated total energy**: -2217.66407 Ha
**Energy relative to the best compared isomer or geometry (same formula, charge and spin)**: 49.8 kJ/mol
**Maximum force**: 1.97 eV/Å
**M**: 383.32 Da
**Spin multiplicity**: 2
**<S²>**: 0.752


# 3
DFT (wB97M-V/def2-TZVPD) results for a structure of composition C8H16Cl2OTi.

Geometry (Å):
1 Ti -0.96 0.18 0.29
2 Cl -2.45 1.72 0.06
3 Cl 0.99 1.05 0.72
4 C 2.10 -1.21 -1.57
5 H 1.94 -1.71 -0.60
6 H 2.66 -0.27 -1.53
7 C -0.41 -0.76 -1.61
8 C 1.16 -1.41 -2.54
9 H -0.76 -1.77 -1.32
10 C 1.39 -0.64 -3.86
11 H 0.82 -2.47 -2.68
12 C 0.89 0.81 -3.75
13 H 2.47 -0.60 -4.04
14 H 0.94 -1.20 -4.69
15 C -0.62 0.96 -3.49
16 H 1.44 1.20 -2.88
17 H 1.18 1.37 -4.65
18 C -1.27 -0.21 -2.71
19 H -0.77 1.93 -3.01
20 H -1.11 1.05 -4.47
21 H -2.26 0.10 -2.33
22 H -1.43 -1.03 -3.43
23 C -2.33 -1.07 2.40
24 O -1.49 -1.44 1.32
25 H -2.69 -0.06 2.16
26 H -1.77 -1.04 3.35
27 H -3.19 -1.76 2.47
28 H -1.20 -2.37 1.39

Calculated values
**Frontier orbital gap (spin up / spin down)**: 3.3 / 2.8 eV
**E_HOMO (spin up / spin down)**: -0.920 / -0.307 eV
**Net charge**: -1
**Calculated total energy**: -2159.43696 Ha
**Energy relative to the best compared isomer or geometry (same formula, charge and spin)**: 236.8 kJ/mol
**Maximum force**: 4.12 eV/Å
**M**: 246.99 Da
**Spin multiplicity**: 2
**<S²>**: 0.917


# 4
DFT (wB97M-V/def2-TZVPD) results for the molecule C8H16Cl2Si2.

Geometry (Å):
1 C 1.45 -3.68 2.24
2 C 1.33 -2.47 1.23
3 Si -0.32 -1.58 1.31
4 C -0.95 -1.10 3.32
5 Cl -1.84 -2.76 0.63
6 C -0.18 -0.05 0.34
7 C 0.11 0.68 -0.60
8 Si 0.37 1.71 -2.07
9 C 1.83 2.82 -1.77
10 Cl 0.83 0.67 -3.78
11 C -1.22 2.74 -2.30
12 C -2.44 1.85 -2.38
13 H 1.39 -3.26 3.23
14 H 0.64 -4.36 2.12
15 H 2.42 -4.16 2.13
16 H 1.57 -2.83 0.32
17 H 2.07 -1.75 1.59
18 H -1.22 -0.12 3.43
19 H -1.72 -1.78 3.77
20 H 0.04 -1.19 3.84
21 H 1.95 3.25 -2.67
22 H 1.81 3.40 -0.85
23 H 2.82 2.30 -1.68
24 H -1.24 3.22 -1.37
25 H -1.12 3.46 -3.12
26 H -3.32 2.50 -2.22
27 H -2.56 1.17 -3.24
28 H -2.50 1.33 -1.44

Calculated values
**SMILES**: CC[Si@](C)(Cl)C#C[Si@@](C)(Cl)CC
**Frontier orbital gap**: 10.5 eV
**E_HOMO**: -9.886 eV
**Calculated total energy**: -1813.85266 Ha
**Energy relative to the best compared isomer or geometry (same formula, charge and spin)**: 67.2 kJ/mol
**Maximum force**: 4.64 eV/Å
**M**: 239.29 Da


# 5
DFT (wB97M-V/def2-TZVPD) results for a cluster of 4 separate species, C8H16Cl8 in total.

Geometry (Å):
1 Cl 5.49 -21.83 14.12
2 C 7.19 -22.08 14.57
3 C 8.15 -21.68 13.48
4 Cl 8.19 -19.93 13.19
5 H 7.31 -23.14 14.75
6 H 7.40 -21.54 15.49
7 H 7.90 -22.18 12.55
8 H 9.14 -22.01 13.77
9 Cl 7.80 -25.11 12.88
10 C 6.11 -25.64 12.91
11 C 5.53 -25.61 14.30
12 Cl 6.31 -26.78 15.38
13 H 6.08 -26.66 12.53
14 H 5.52 -25.03 12.23
15 H 4.47 -25.86 14.23
16 H 5.60 -24.62 14.75
17 Cl 6.78 -24.35 8.66
18 C 8.24 -23.66 9.41
19 C 8.16 -22.18 9.64
20 Cl 7.68 -21.24 8.20
21 H 9.08 -23.93 8.77
22 H 8.37 -24.15 10.37
23 H 9.13 -21.81 9.94
24 H 7.43 -21.94 10.42
25 Cl 11.59 -27.03 16.52
26 C 9.99 -26.25 16.44
27 C 10.11 -24.78 16.15
28 Cl 10.75 -24.48 14.51
29 H 9.52 -26.41 17.41
30 H 9.41 -26.74 15.67
31 H 10.76 -24.27 16.86
32 H 9.12 -24.32 16.19

Calculated values
**SMILES**: ClCCCl.ClCCCl.ClCCCl.ClCCCl
**Frontier orbital gap**: 11.2 eV
**E_HOMO**: -10.779 eV
**Calculated total energy**: -3995.97593 Ha
**Energy relative to the best compared isomer or geometry (same formula, charge and spin)**: 1.9 kJ/mol
**Maximum force**: 0.71 eV/Å
**M**: 395.84 Da


# 6
DFT (wB97M-V/def2-TZVPD) results for a structure of composition C8H16CrN4O18.

Geometry (Å):
1 Cr 24.24 -8.03 4.72
2 N 27.43 -8.37 5.53
3 O 28.12 -7.70 6.34
4 O 26.18 -8.51 5.74
5 O 27.95 -8.90 4.57
6 N 25.60 -7.62 1.81
7 O 26.50 -8.40 1.50
8 O 24.85 -7.13 0.95
9 O 25.46 -7.27 3.03
10 N 21.27 -7.03 4.05
11 O 20.55 -7.50 4.95
12 O 22.47 -7.42 3.97
13 O 20.85 -6.19 3.26
14 N 24.64 -11.12 3.41
15 O 23.78 -12.02 3.24
16 O 24.21 -9.99 3.83
17 O 25.82 -11.30 3.23
18 C 25.65 -7.03 8.74
19 C 25.17 -5.68 8.26
20 O 26.00 -5.10 7.24
21 C 25.73 -5.42 5.96
22 O 24.85 -6.16 5.62
23 O 26.54 -4.81 5.14
24 C 27.71 -4.14 5.56
25 H 26.74 -7.11 8.76
26 H 25.22 -7.85 8.18
27 H 25.41 -7.14 9.81
28 H 25.25 -4.97 9.09
29 H 24.14 -5.75 7.90
30 H 27.45 -3.21 6.07
31 H 28.27 -4.00 4.64
32 H 28.33 -4.75 6.22
33 C 20.01 -6.62 8.18
34 C 21.34 -7.22 7.76
35 O 21.23 -8.63 7.70
36 C 22.16 -9.25 6.97
37 O 23.13 -8.71 6.53
38 O 21.89 -10.53 6.93
39 C 22.81 -11.38 6.23
40 H 19.38 -7.42 8.60
41 H 19.44 -6.17 7.38
42 H 20.12 -5.94 9.03
43 H 22.11 -6.90 8.48
44 H 21.70 -6.81 6.82
45 H 23.16 -10.94 5.29
46 H 22.27 -12.29 5.98
47 H 23.56 -11.71 6.95

Calculated values
**Frontier orbital gap (spin up / spin down)**: 6.4 / 6.8 eV
**E_HOMO (spin up / spin down)**: -1.989 / -2.445 eV
**Net charge**: -2
**Calculated total energy**: -2931.93945 Ha
**Energy relative to the best compared isomer or geometry (same formula, charge and spin)**: 66.5 kJ/mol
**Maximum force**: 1.83 eV/Å
**M**: 508.22 Da
**Spin multiplicity**: 5
**<S²>**: 6.005


# 7
DFT (wB97M-V/def2-TZVPD) results for a structure of composition C8H16CuN2O8.

Geometry (Å):
1 Cu 3.79 -2.51 18.22
2 O 4.58 -3.60 16.30
3 C 3.40 -3.51 15.55
4 C 2.06 -3.99 16.33
5 O 1.76 -3.31 17.51
6 H 3.57 -4.20 14.72
7 H 3.28 -2.52 15.09
8 H 2.13 -5.07 16.46
9 H 1.27 -3.82 15.59
10 C 3.79 -6.86 18.63
11 N 3.51 -5.71 19.57
12 O 2.65 -5.85 20.49
13 O 4.32 -4.79 19.56
14 H 4.67 -6.67 18.02
15 H 2.89 -6.98 18.03
16 H 3.97 -7.82 19.12
17 C 7.45 -3.88 18.57
18 N 8.44 -2.76 18.81
19 O 8.64 -2.40 19.95
20 O 8.94 -2.30 17.73
21 H 6.51 -3.38 18.76
22 H 7.59 -4.55 19.42
23 H 7.60 -4.27 17.56
24 O 5.03 -0.84 19.58
25 C 4.57 0.31 19.56
26 O 4.40 0.90 18.43
27 C 3.94 2.21 18.58
28 C 3.64 2.34 20.12
29 C 4.34 1.15 20.78
30 H 3.06 2.39 17.96
31 H 4.65 3.01 18.35
32 H 2.58 2.47 20.36
33 H 4.16 3.22 20.51
34 H 3.86 0.44 21.46
35 H 5.36 1.31 21.13

Calculated values
**Frontier orbital gap**: 5.2 eV
**E_HOMO**: -2.729 eV
**Net charge**: -1
**Calculated total energy**: -2666.06244 Ha
**Maximum force**: 4.93 eV/Å
**M**: 331.77 Da